Computed, not measured: a molecular structure, C6H11NO, with wB97M-V/def2-TZVPD.

Geometry as XYZ:
```
19
Properties=species:S:1:pos:R:3:nbo_charge:R:1
C 1.1414 2.1340 -0.3457 -0.6481
C -0.1427 1.3945 -0.1546 -0.0217
C -0.0800 -0.1518 -0.8287 -0.0403
C -1.2394 1.6695 0.4492 -0.3552
N 0.9620 -0.4934 -1.5284 -0.5648
H 1.8309 -0.2805 -1.0324 0.3140
H -1.0394 -0.3486 -1.3129 0.1928
H 1.4283 2.1052 -1.4003 0.2313
H 1.0432 3.1644 -0.0072 0.2306
H 1.9466 1.6648 0.2262 0.2202
H -1.7608 2.5588 0.7608 0.2326
H -1.6522 0.4065 1.0045 0.3955
C -0.2739 -2.5375 0.2959 -0.6443
C -0.3530 -1.0970 0.7470 0.2519
O -1.5408 -0.7333 1.1836 -0.6295
H 0.4952 -0.7827 1.3733 0.1549
H -1.0606 -2.7570 -0.4256 0.2275
H -0.3974 -3.1867 1.1653 0.2278
H 0.6925 -2.7290 -0.1699 0.2250
```

Properties
LUMO (alpha / beta) in eV: -1.10 / -1.31
Energy above the lowest of the compared OMol25 structures with the same formula, charge and spin in eV: 5.946
HOMO-LUMO gap (alpha / beta) in eV: 7.614 / 7.237

Computed, not measured: C6H11NO in the gas phase, with wB97M-V/def2-TZVPD.

Geometry as XYZ:
```
19
Properties=species:S:1:pos:R:3:nbo_charge:R:1
C -0.3660 -1.6643 0.9585 -0.6248
C -2.1610 0.2839 -0.5588 -0.6487
C 1.4837 -0.2262 0.0403 0.5031
C 0.1499 -0.4289 0.2624 -0.2134
C -0.7950 0.6286 -0.0308 0.0225
N 2.1041 0.5783 -0.8987 -0.8543
C -0.4068 1.9188 0.1581 -0.4501
O 2.3734 -1.1244 0.5672 -0.6842
H 3.2339 -0.6800 0.4979 0.4808
H 1.4297 1.1383 -1.4135 0.3966
H 2.6352 0.0187 -1.5620 0.3720
H -0.5666 -2.4521 0.2241 0.2111
H -1.2886 -1.4724 1.5158 0.2069
H 0.3361 -2.0571 1.7013 0.2338
H -2.5732 1.0998 -1.1627 0.2210
H -2.8520 0.1008 0.2716 0.2223
H -2.1415 -0.6111 -1.1879 0.2131
H 0.4486 2.2029 0.7620 0.2037
H -1.0440 2.7463 -0.1448 0.1885
```

Properties
LUMO in eV: 0.79
Energy above the lowest of the compared OMol25 structures with the same formula, charge and spin in eV: 1.634
HOMO-LUMO gap in eV: 8.239
SMILES: C=C(C)/C(C)=C(\N)O

Computed, not measured: C6H11NO in the gas phase, with wB97M-V/def2-TZVPD.

Geometry as XYZ:
```
19
Properties=species:S:1:pos:R:3:nbo_charge:R:1
C -1.6476 1.9942 -0.1209 -0.5247
C -1.8510 0.4621 0.1039 -0.4621
C -0.6974 -0.5291 -0.0517 0.1738
C 0.7132 0.0239 -0.0609 -0.2861
C 1.7718 -0.7845 -0.0577 -0.1467
C 3.2677 -0.1990 -0.0090 -0.6381
H -1.3199 2.2734 -0.9469 0.1911
H -2.3998 2.3440 0.2408 0.1926
H -0.8602 2.3671 0.7047 0.1713
H -2.2713 0.1058 -0.7327 0.2267
H -2.4435 0.3440 0.9385 0.2229
H 0.5617 1.3400 -0.0795 0.2161
H 1.6283 -2.0524 0.1966 0.2370
H 3.2722 0.8380 0.0213 0.2094
H 3.7296 -0.3876 -0.9883 0.2179
H 3.7145 -0.7941 0.9441 0.2199
H -2.1969 -3.3333 0.0235 0.4697
N -0.8315 -1.8634 -0.0490 -0.1427
O -2.1399 -2.1491 -0.0767 -0.5481
```

Properties
LUMO in eV: 0.71
Energy above the lowest of the compared OMol25 structures with the same formula, charge and spin in eV: 7.976
HOMO-LUMO gap in eV: 8.890
SMILES: C/C=C/C(CC)=N/O

Computed, not measured: 2 unconnected molecules or ions with the total composition C6H11NO, with wB97M-V/def2-TZVPD.

Geometry as XYZ:
```
19
Properties=species:S:1:pos:R:3:nbo_charge:R:1
C -0.1962 -1.3338 1.3412 -0.4318
C -1.4965 -1.1275 0.9700 -0.2614
C 0.8045 1.6376 0.6825 -0.6728
C -1.0360 0.1400 -1.3858 -0.7016
C 0.3434 -0.5755 -0.6250 0.5171
C 1.2520 0.6162 -0.3204 0.2011
N 2.3510 0.7678 -0.9185 -0.5835
O 0.7327 -1.5727 -1.2121 -0.6066
H 2.5289 0.0422 -1.6124 0.3560
H 0.2303 -0.7555 2.1455 0.2137
H 0.2661 -2.3003 1.1934 0.2356
H -2.0724 -0.2901 1.3363 0.2003
H -2.0007 -1.8165 0.3116 0.2087
H 1.0435 1.2801 1.6886 0.2249
H 1.3517 2.5652 0.5145 0.2429
H -0.2696 1.8125 0.6615 0.2177
H -1.6423 -0.6307 -1.8602 0.2207
H -0.5356 0.7446 -2.1337 0.2191
H -1.6546 0.7965 -0.7772 0.1999
```

Properties
LUMO in eV: -0.03
Energy above the lowest of the compared OMol25 structures with the same formula, charge and spin in eV: 3.771
HOMO-LUMO gap in eV: 8.911
SMILES: [H]/N=C(/C)C(C)=O.C=C

Computed, not measured: a molecular structure, C6H11NO, with wB97M-V/def2-TZVPD.

Geometry as XYZ:
```
19
Properties=species:S:1:pos:R:3:nbo_charge:R:1
O 0.1174 -1.6520 -2.4628 -0.5609
C 0.4400 -0.6335 -1.9524 0.4023
N -0.3721 0.1832 -1.2060 -0.5918
C 0.2307 0.8829 -0.0641 -0.0794
C -0.2132 0.1909 1.2396 -0.4631
C 0.2292 -1.2699 1.3223 -0.1786
C -0.3458 -2.2269 0.6045 -0.4100
C -0.3278 2.3153 0.0117 -0.6091
H 1.3933 -0.0940 -2.1510 0.1016
H 0.0256 -0.8351 -0.7422 0.4558
H 1.2966 1.0420 -0.2699 0.1907
H -1.2996 0.1498 1.2705 0.2306
H 0.1026 0.7462 2.1207 0.2259
H 1.0895 -1.5448 1.9192 0.2104
H -1.0084 -2.1555 -0.2456 0.2277
H 0.0952 -3.2188 0.6664 0.2056
H -1.4111 2.3893 0.1145 0.2149
H -0.0786 2.7436 -0.9636 0.2110
H 0.0363 2.9873 0.7882 0.2166
```

Properties
LUMO in eV: 0.94
Energy above the lowest of the compared OMol25 structures with the same formula, charge and spin in eV: 4.417
HOMO-LUMO gap in eV: 10.802

Computed, not measured: C6H11NO in the gas phase, with wB97M-V/def2-TZVPD.

Geometry as XYZ:
```
19
Properties=species:S:1:pos:R:3:nbo_charge:R:1
N 1.1183 -0.7063 -0.4021 -0.4121
O 0.1449 0.8560 1.0650 -0.5336
C -0.1447 -0.5346 -0.7253 0.2772
C -0.7194 -1.3036 -1.8494 -0.6636
C 1.8760 -0.4782 1.9613 -0.6224
C -1.5390 1.5893 -0.5383 -0.6205
C 1.3709 0.2195 0.7188 0.2131
C -0.9021 0.4074 0.1970 0.0330
H -1.3239 -2.0877 -1.4082 0.2298
H -1.3410 -0.6488 -2.4433 0.2203
H 0.0532 -1.7830 -2.4489 0.2437
H 2.9001 -0.9101 1.7579 0.2118
H 1.1872 -1.2472 2.2589 0.2081
H 1.9613 0.1936 2.8220 0.2187
H -2.3413 1.2148 -1.1583 0.2056
H -1.8963 2.3308 0.1779 0.2269
H -0.8445 2.0489 -1.2179 0.2118
H 2.1263 0.9525 0.4442 0.1658
H -1.6860 -0.1132 0.7887 0.1865
```

Properties
LUMO in eV: 0.94
Energy above the lowest of the compared OMol25 structures with the same formula, charge and spin in eV: 0.834
HOMO-LUMO gap in eV: 10.389
SMILES: CC1=N[C@H](C)O[C@H]1C

Computed, not measured: a gas-phase ion, C6H11NO (charge +1), with wB97M-V/def2-TZVPD.

Geometry as XYZ:
```
19
Properties=species:S:1:pos:R:3:nbo_charge:R:1
C 0.9778 -1.8717 1.0010 -0.4799
N 0.5328 -0.9086 0.0010 0.0456
C 1.7160 -0.1136 -0.3929 -0.3205
C 1.1257 1.2998 -0.5110 -0.4531
C 0.0387 1.3438 0.5961 -0.4494
C -0.5797 -0.0110 0.4551 -0.2212
C -1.7844 -0.2190 -0.5080 0.4556
O -2.5562 0.5901 -0.8965 -0.4100
H 1.9959 -2.0919 1.0486 0.2605
H 0.6224 -2.9010 0.7947 0.2925
H 0.3581 -1.7580 1.8783 0.2668
H 2.2148 -0.3526 -1.3291 0.2874
H 2.5831 -0.0635 0.2927 0.2703
H 0.8904 1.7296 -1.5891 0.2706
H 1.9773 2.1560 -0.2943 0.2622
H -0.8270 2.1379 0.3436 0.2835
H 0.3996 1.7355 1.5729 0.2601
H -0.8521 -0.2107 1.4627 0.2669
H -1.6072 -1.3117 -0.8569 0.1121
```

Properties
LUMO (alpha / beta) in eV: -3.29 / -8.22
Energy above the lowest of the compared OMol25 structures with the same formula, charge and spin in eV: 3.505
HOMO-LUMO gap (alpha / beta) in eV: 11.239 / 6.247
Charge: +1
Multiplicity: 2

Computed, not measured: C6H11NO2 in the gas phase, with wB97M-V/def2-TZVPD.

Geometry as XYZ:
```
20
Properties=species:S:1:pos:R:3:nbo_charge:R:1
O -3.8991 -0.1484 0.1167 -0.2774
N -3.0660 -1.0538 -0.0053 0.3572
O -1.9940 -0.8809 0.8381 -0.3884
C 1.5455 0.8771 0.0761 -0.3965
C 0.5107 1.2135 -1.1699 -0.3918
C 1.6518 -0.6199 0.3744 -0.4059
C -0.8377 0.7484 -0.5397 -0.4349
C 0.3868 -1.0279 0.9719 -0.4087
C -0.8101 -0.7288 0.0198 0.0794
H 1.2073 1.4223 0.9623 0.2003
H 2.5953 1.2071 -0.1900 0.2064
H 0.5348 2.2633 -1.3796 0.2167
H 0.5727 0.5654 -2.0221 0.1967
H 2.4074 -0.7653 1.2108 0.2099
H 1.8377 -1.2386 -0.4594 0.2007
H -1.1739 1.4714 0.2581 0.2220
H -1.4177 0.6645 -1.4160 0.2077
H 0.3712 -0.4636 1.9231 0.2056
H 0.3628 -2.0704 1.2335 0.2123
H -0.7854 -1.4354 -0.8030 0.1888
```

Properties
LUMO in eV: -0.15
Energy above the lowest of the compared OMol25 structures with the same formula, charge and spin in eV: 4.703
HOMO-LUMO gap in eV: 10.030
SMILES: O=NOC1CCCCC1

Number 1: maximum force 1.11 eV/A, E_tot -365.012960 a.u.. Number 2: maximum force 2.32 eV/A, E_tot -365.171411 a.u.. Number 3: maximum force 12.69 eV/A, E_tot -364.938354 a.u.. Number 4: maximum force 5.50 eV/A, E_tot -365.092881 a.u.. Number 5: maximum force 5.49 eV/A, E_tot -365.069142 a.u.. Number 6: maximum force 3.29 eV/A, E_tot -365.200813 a.u.. Number 7: maximum force 5.03 eV/A, E_tot -364.800353 a.u.. Number 8: maximum force 4.83 eV/A, E_tot -440.314418 a.u..